2 unconnected molecules or ions with the total composition C6H12N4 in a non-equilibrium geometry. Source: the Open Molecules 2025 dataset; level of theory: ωB97M-V with the def2-TZVPD basis set.

```
22
Properties=species:S:1:pos:R:3
C -0.938 -1.465 0.247
C -1.059 -1.490 1.741
C -2.134 -1.344 -0.647
N 0.272 -1.689 -0.315
N 1.016 -2.497 -0.595
H -2.656 -0.414 -0.409
H -0.922 -2.497 2.140
H -2.042 -1.113 2.016
H -0.326 -0.836 2.217
H -2.840 -2.165 -0.496
H -1.849 -1.316 -1.697
C 1.287 1.886 -0.040
C 1.848 1.400 -1.388
N -0.167 1.914 0.058
C 1.800 1.037 1.026
N 2.212 0.369 1.858
H 1.649 2.905 0.153
H -0.555 2.500 -0.673
H -0.553 0.979 -0.033
H 1.457 2.020 -2.194
H 2.934 1.452 -1.395
H 1.567 0.365 -1.575
```

As for the gap between HOMO and LUMO (alpha / beta): 8.189 / 8.187 eV. The calculation puts the energy above the lowest of the compared OMol25 structures with the same formula, charge and spin at 58.2 kcal/mol. Its multiplicity is 1. The calculation puts the LUMO energy (alpha / beta) at 0.70 / 0.70 eV. For the HOMO energy (alpha / beta), the calculation gives -7.49 / -7.49 eV.

=====

10 unconnected molecules or ions with the total composition C31H54O17 in a non-equilibrium geometry. Source: the Open Molecules 2025 dataset; level of theory: ωB97M-V with the def2-TZVPD basis set.

```
102
Properties=species:S:1:pos:R:3
C -1.394 -3.198 3.734
O -2.812 -3.060 3.806
H -1.033 -2.550 2.939
H -0.869 -2.998 4.644
H -1.117 -4.198 3.368
H -3.164 -3.739 4.365
C -1.885 -1.219 -4.442
O -2.976 -0.359 -4.710
H -2.029 -2.288 -4.753
H -0.988 -0.940 -4.992
H -1.660 -1.289 -3.396
H -3.210 -0.396 -5.641
C -0.124 -0.613 -0.341
O -0.232 -1.536 0.703
H -0.726 -0.924 -1.185
H -0.513 0.383 -0.055
H 0.851 -0.400 -0.764
H -1.193 -1.765 0.729
O -1.669 -6.383 -0.743
C -0.713 -5.740 -1.031
O -0.191 -5.754 -2.280
C 1.049 -5.057 -2.381
C 1.066 -4.124 -1.164
C 0.108 -4.790 -0.182
H 1.069 -4.555 -3.369
H 1.920 -5.739 -2.346
H 0.649 -3.195 -1.516
H 2.077 -4.042 -0.745
H -0.540 -4.074 0.300
H 0.591 -5.338 0.621
O 2.001 -3.377 3.065
C 2.615 -2.371 2.949
O 3.525 -1.932 3.851
C 4.256 -0.881 3.284
C 3.464 -0.224 2.223
C 2.635 -1.438 1.664
H 5.170 -1.256 2.849
H 4.457 -0.146 4.069
H 4.143 0.284 1.532
H 2.789 0.496 2.647
H 3.051 -1.978 0.815
H 1.593 -1.205 1.415
O -0.748 1.951 6.317
C -0.716 1.999 5.131
O -1.493 2.860 4.390
C -1.029 2.870 2.988
C -0.252 1.553 2.760
C 0.245 1.267 4.182
H -0.335 3.713 2.857
H -1.920 3.008 2.367
H 0.596 1.712 2.108
H -0.847 0.798 2.259
H 1.264 1.611 4.369
H 0.292 0.215 4.470
O -2.439 2.279 0.212
C -2.420 2.500 -0.990
O -1.858 3.624 -1.493
C -1.960 3.684 -2.941
C -2.824 2.502 -3.308
C -2.614 1.562 -2.140
H -0.936 3.668 -3.351
H -2.440 4.642 -3.216
H -2.511 2.053 -4.268
H -3.861 2.802 -3.442
H -1.697 0.984 -2.211
H -3.415 0.820 -2.049
O 5.005 2.354 -3.934
C 4.634 1.326 -3.478
O 3.644 0.599 -4.034
C 3.200 -0.453 -3.218
C 3.901 -0.251 -1.885
C 5.067 0.713 -2.135
H 3.369 -1.417 -3.695
H 2.111 -0.356 -3.159
H 4.243 -1.202 -1.479
H 3.183 0.170 -1.186
H 5.979 0.126 -2.266
H 5.234 1.525 -1.417
O 0.804 1.708 -2.606
C 1.171 2.615 -1.905
O 1.206 2.528 -0.532
C 1.597 3.756 0.048
C 1.541 4.790 -1.060
C 1.777 3.965 -2.334
H 2.618 3.685 0.397
H 0.959 3.995 0.897
H 2.319 5.566 -0.930
H 0.591 5.313 -1.161
H 2.860 3.788 -2.477
H 1.410 4.400 -3.249
O -2.950 -1.726 0.660
C -3.737 -0.952 1.152
O -4.839 -0.498 0.494
C -5.670 0.347 1.282
C -4.747 0.795 2.397
C -3.744 -0.369 2.530
H -6.551 -0.219 1.613
H -6.012 1.168 0.628
H -5.331 0.975 3.296
H -4.171 1.682 2.142
H -4.009 -1.218 3.184
H -2.786 0.000 2.883
```

As for the gap between HOMO and LUMO: 10.121 eV. The calculation puts the energy above the lowest of the compared OMol25 structures with the same formula, charge and spin at 10.5 kcal/mol. Its multiplicity is 1. Its SMILES is O=C1CCCO1.O=C1CCCO1.O=C1CCCO1.O=C1CCCO1.O=C1CCCO1.O=C1CCCO1.O=C1CCCO1.CO.CO.CO. The calculation puts the LUMO energy at 0.18 eV. For the HOMO energy, the calculation gives -9.94 eV.

=====

2 unconnected molecules or ions with the total composition C2H6N3O2 in a non-equilibrium geometry. Source: the Open Molecules 2025 dataset; level of theory: ωB97M-V with the def2-TZVPD basis set.

```
13
Properties=species:S:1:pos:R:3
C -0.085 -0.718 -0.948
C 0.381 -1.467 0.275
N 0.940 -1.051 1.297
N 1.085 3.129 -0.722
N 0.551 2.200 -0.107
O 1.046 1.960 1.344
O 1.946 3.920 -0.240
H -0.455 -1.139 -1.889
H -0.893 0.059 -0.611
H 0.660 0.001 -1.192
H 1.173 -0.003 1.409
H 0.142 -2.505 0.267
H 1.691 2.679 1.475
```

As for the gap between HOMO and LUMO: 7.842 eV. The calculation puts the energy above the lowest of the compared OMol25 structures with the same formula, charge and spin at 127.7 kcal/mol. Its multiplicity is 1. The calculation puts the LUMO energy at 4.05 eV. As for the total charge: -1. For the HOMO energy, the calculation gives -3.79 eV.

=====

A molecular structure, C34H35As2Br2N4O2Re in a non-equilibrium geometry. Source: the Open Molecules 2025 dataset; level of theory: ωB97M-V with the def2-TZVPD basis set.

```
80
Properties=species:S:1:pos:R:3
Re 0.192 0.379 -0.734
C -0.584 2.085 4.730
C -1.266 3.018 3.955
C -1.144 3.004 2.581
C -0.350 2.027 1.971
C 0.328 1.084 2.747
C 0.217 1.124 4.123
N -0.145 2.047 0.573
N -0.118 3.187 0.052
C 0.047 3.245 -1.316
C 0.145 4.479 -1.937
C 0.265 4.518 -3.318
C 0.252 3.325 -4.029
C 0.168 2.127 -3.341
N 0.091 2.077 -2.006
H -0.664 2.113 5.809
H -1.885 3.768 4.428
H -1.670 3.728 1.972
H 1.021 0.403 2.276
H 0.783 0.425 4.726
H 0.125 5.371 -1.327
H 0.350 5.466 -3.834
H 0.314 3.318 -5.108
H 0.160 1.185 -3.871
C 0.691 -2.202 2.461
As -0.324 -1.634 0.907
C -0.583 -3.339 0.016
C -2.114 -1.281 1.587
C -2.557 -1.896 2.753
C -3.858 -1.696 3.197
C -4.724 -0.887 2.475
C -4.293 -0.275 1.308
C -2.986 -0.468 0.870
As -2.407 0.359 -0.784
C -3.192 2.134 -0.803
C -3.440 -0.521 -2.184
H 0.393 -3.227 2.677
H 0.497 -1.568 3.321
H 1.750 -2.190 2.217
H -0.872 -4.058 0.781
H 0.345 -3.663 -0.452
H -1.378 -3.291 -0.724
H -1.893 -2.537 3.318
H -4.193 -2.179 4.105
H -5.737 -0.731 2.820
H -4.978 0.347 0.745
H -4.276 2.035 -0.762
H -2.933 2.647 -1.729
H -2.857 2.718 0.051
H -4.457 -0.139 -2.113
H -3.458 -1.599 -2.037
H -3.035 -0.284 -3.167
C -1.291 -3.795 -4.225
C -0.202 -2.828 -3.880
C 1.008 -2.805 -4.579
C 1.969 -1.869 -4.257
C 1.727 -0.973 -3.227
Br 3.044 0.339 -2.902
N 0.590 -0.992 -2.515
C -0.344 -1.906 -2.864
H -0.904 -4.812 -4.275
H -1.702 -3.564 -5.209
H -2.107 -3.771 -3.503
H 1.188 -3.513 -5.379
H 2.904 -1.816 -4.796
H -1.256 -1.889 -2.284
Br 7.682 0.163 3.925
C 6.184 0.082 2.783
C 5.621 1.264 2.309
C 4.505 1.201 1.500
C 3.956 -0.038 1.156
C 4.548 -1.217 1.614
C 5.660 -1.158 2.430
C 2.732 -0.094 0.351
O 2.143 1.005 0.017
O 2.185 -1.177 0.027
H 6.057 2.216 2.575
H 4.054 2.110 1.126
H 4.149 -2.178 1.315
H 6.132 -2.061 2.792
```

As for the gap between HOMO and LUMO (alpha / beta): 5.151 / 4.387 eV. The calculation puts the energy above the lowest of the compared OMol25 structures with the same formula, charge and spin at 6.1 kcal/mol. Its multiplicity is 4. The calculation puts the LUMO energy (alpha / beta) at -10.05 / -10.81 eV. As for the total charge: +3. For the HOMO energy (alpha / beta), the calculation gives -15.20 / -15.19 eV.

=====

C18H23NO4 in the gas phase. Source: the Open Molecules 2025 dataset; level of theory: ωB97M-V with the def2-TZVPD basis set.

```
46
Properties=species:S:1:pos:R:3
C -6.634 -1.077 0.646
C -6.231 -0.486 -0.703
O -5.242 0.516 -0.586
C -3.945 0.164 -0.357
C -3.442 -1.131 -0.325
C -2.095 -1.360 -0.103
C -1.222 -0.298 0.091
C -1.724 1.003 0.057
C -3.064 1.230 -0.163
H -3.458 2.233 -0.193
H -1.055 1.839 0.203
N 0.148 -0.459 0.324
C 0.889 -1.594 0.311
O 0.454 -2.708 0.110
C 2.385 -1.370 0.556
C 2.724 -0.197 1.475
C 2.695 1.149 0.796
C 2.648 1.290 -0.529
C 2.614 2.631 -1.202
H 3.630 2.988 -1.369
H 2.123 2.554 -2.170
H 2.090 3.371 -0.602
C 2.636 0.117 -1.472
H 1.635 -0.010 -1.894
C 3.084 -1.179 -0.803
C 4.590 -1.182 -0.622
O 5.346 -0.343 -1.029
O 5.016 -2.267 0.038
H 5.983 -2.256 0.114
H 2.845 -2.039 -1.438
H 3.315 0.338 -2.299
C 2.759 2.328 1.730
H 1.812 2.869 1.749
H 3.535 3.025 1.420
H 2.979 1.999 2.743
H 3.730 -0.350 1.881
H 2.040 -0.191 2.330
H 2.751 -2.302 0.998
H 0.655 0.408 0.455
H -1.717 -2.368 -0.083
H -4.084 -1.985 -0.476
H -7.086 0.029 -1.150
H -5.906 -1.274 -1.393
H -6.985 -0.286 1.304
H -5.789 -1.569 1.122
H -7.431 -1.801 0.505
```

As for the gap between HOMO and LUMO: 8.485 eV. The calculation puts the energy above the lowest of the compared OMol25 structures with the same formula, charge and spin at 6.6 kcal/mol. Its multiplicity is 1. Its SMILES is CCOc1ccc(NC(=O)[C@@H]2CC(C)=C(C)C[C@H]2C(=O)O)cc1. The calculation puts the LUMO energy at 0.63 eV. For the HOMO energy, the calculation gives -7.85 eV.